{"formula": "C39H31AuBr3GeIN4O2", "method": "the ωB97M-V functional and the def2-TZVPD basis", "symbols": ["Au", "Br", "C", "C", "C", "Br", "C", "C", "C", "C", "N", "C", "C", "O", "H", "H", "H", "H", "Br", "C", "C", "C", "C", "C", "C", "I", "H", "H", "H", "H", "C", "Ge", "C", "C", "C", "C", "C", "C", "C", "C", "C", "C", "C", "C", "C", "C", "C", "C", "C", "C", "H", "H", "H", "H", "H", "H", "H", "H", "H", "H", "H", "H", "H", "H", "H", "H", "C", "N", "C", "C", "C", "N", "C", "O", "N", "H", "H", "H", "H", "H", "H", "H"], "positions_angstrom": [[1.069, 1.108, -0.373], [5.776, 2.515, 1.421], [4.048, 3.027, 1.975], [3.911, 3.968, 2.998], [2.677, 4.343, 3.454], [2.554, 5.588, 4.880], [1.509, 3.781, 2.896], [0.192, 4.026, 3.344], [-0.860, 3.365, 2.777], [-0.631, 2.484, 1.711], [0.581, 2.279, 1.243], [1.668, 2.867, 1.833], [2.954, 2.437, 1.346], [3.036, 1.560, 0.414], [4.801, 4.392, 3.443], [0.033, 4.722, 4.156], [-1.871, 3.510, 3.130], [-1.431, 1.934, 1.238], [2.439, -3.534, 4.211], [2.372, -1.706, 4.690], [3.293, -1.251, 5.623], [3.293, 0.079, 6.006], [2.370, 0.958, 5.459], [1.452, 0.504, 4.527], [1.447, -0.830, 4.136], [0.065, -1.415, 2.697], [4.008, -1.946, 6.041], [4.017, 0.426, 6.731], [2.363, 1.996, 5.754], [0.720, 1.186, 4.099], [-0.738, 1.312, -1.331], [-1.981, -0.138, -1.494], [-3.221, -0.344, 0.030], [-3.733, -1.570, 0.448], [-4.628, -1.651, 1.507], [-5.044, -0.499, 2.158], [-4.569, 0.735, 1.736], [-3.666, 0.805, 0.685], [-3.110, 0.220, -3.063], [-3.409, 1.532, -3.425], [-4.234, 1.806, -4.507], [-4.771, 0.765, -5.251], [-4.482, -0.548, -4.906], [-3.660, -0.815, -3.819], [-1.078, -1.852, -1.790], [-0.765, -2.688, -0.721], [-0.018, -3.846, -0.896], [0.405, -4.203, -2.167], [0.079, -3.399, -3.253], [-0.649, -2.233, -3.063], [-1.180, 2.236, -0.946], [-3.433, -2.482, -0.057], [-5.005, -2.616, 1.822], [-5.742, -0.562, 2.983], [-4.908, 1.641, 2.223], [-3.318, 1.778, 0.353], [-2.981, 2.355, -2.861], [-4.457, 2.833, -4.772], [-5.413, 0.975, -6.098], [-4.899, -1.365, -5.481], [-3.448, -1.846, -3.555], [-1.118, -2.432, 0.271], [0.230, -4.462, -0.041], [0.974, -5.113, -2.316], [0.395, -3.683, -4.250], [-0.889, -1.612, -3.920], [3.752, -3.280, -1.579], [3.061, -2.139, -2.162], [3.109, -1.867, -3.484], [2.458, -0.817, -4.022], [1.710, 0.025, -3.145], [1.742, -0.204, -1.821], [2.393, -1.293, -1.270], [2.397, -1.527, -0.085], [0.971, 1.025, -3.588], [4.026, -3.965, -2.378], [3.089, -3.774, -0.874], [4.643, -2.953, -1.043], [3.674, -2.562, -4.089], [2.470, -0.632, -5.085], [0.884, 1.157, -4.582], [0.225, 1.399, -2.884]], "forces_ev_per_angstrom": [[-0.463, 0.076, 0.263], [-0.027, 0.012, 0.013], [0.078, -0.009, -0.022], [-0.011, 0.001, 0.028], [-0.016, 0.000, 0.077], [-0.001, -0.017, -0.009], [-0.002, -0.021, -0.014], [0.015, 0.029, 0.014], [-0.017, -0.034, -0.013], [-0.048, -0.034, -0.008], [0.012, -0.068, -0.280], [0.068, -0.092, 0.005], [-0.018, 0.054, 0.050], [0.139, -0.162, -0.103], [0.006, -0.001, -0.007], [0.002, -0.003, 0.004], [-0.013, -0.012, -0.004], [0.026, 0.046, 0.011], [-0.003, 0.024, 0.008], [0.001, -0.001, -0.041], [0.018, 0.009, 0.025], [0.011, -0.008, 0.002], [-0.032, -0.027, -0.068], [-0.092, 0.127, -0.007], [0.009, -0.041, -0.093], [-0.103, 0.066, 0.005], [0.005, 0.004, 0.004], [0.003, 0.003, 0.005], [0.007, 0.123, 0.017], [0.139, -0.115, 0.083], [0.373, 0.123, -0.543], [0.052, -0.036, 0.185], [-0.027, -0.018, -0.067], [0.039, -0.014, 0.018], [-0.011, -0.027, 0.006], [0.000, 0.005, 0.008], [-0.004, 0.003, 0.005], [-0.041, -0.052, 0.014], [0.062, -0.025, 0.028], [0.056, 0.031, -0.022], [-0.010, 0.002, -0.005], [-0.002, -0.002, -0.007], [-0.003, -0.009, 0.009], [-0.036, -0.001, 0.050], [-0.006, -0.025, -0.040], [0.011, 0.007, 0.037], [-0.044, 0.028, -0.001], [-0.042, -0.034, -0.019], [0.005, -0.031, -0.021], [-0.016, 0.013, 0.014], [0.010, -0.075, 0.219], [-0.018, 0.002, 0.005], [-0.001, 0.000, 0.001], [-0.001, 0.001, 0.000], [0.002, 0.007, 0.007], [-0.016, 0.024, -0.022], [0.002, 0.002, -0.008], [0.001, 0.002, 0.001], [-0.002, 0.007, -0.001], [-0.001, 0.002, -0.004], [-0.010, 0.006, -0.012], [0.076, -0.017, -0.009], [-0.007, -0.013, 0.004], [0.003, -0.003, -0.001], [-0.005, 0.010, -0.004], [0.010, 0.002, -0.005], [0.025, -0.005, 0.037], [0.067, 0.114, 0.049], [-0.090, -0.012, -0.060], [0.105, -0.085, -0.026], [-0.206, 0.137, -0.042], [0.061, 0.123, 0.149], [-0.051, -0.051, -0.093], [0.010, 0.021, 0.065], [-0.196, 0.151, 0.212], [0.012, -0.001, 0.000], [0.001, -0.004, -0.027], [-0.005, -0.008, 0.003], [0.009, 0.001, 0.011], [0.007, 0.010, 0.005], [0.034, -0.023, 0.007], [0.125, -0.189, -0.058]], "lowdin_charge": [1.19, 0.78, -0.61, -0.17, -0.64, 0.76, -0.20, -0.02, -0.02, -0.12, -0.02, -0.14, -0.44, -0.19, 0.10, 0.08, 0.11, 0.07, 0.71, -0.74, -0.14, -0.08, -0.07, -0.15, -0.73, 0.99, 0.10, 0.11, 0.10, 0.08, -0.42, 0.87, -0.27, -0.11, -0.09, -0.09, -0.09, -0.14, -0.27, -0.11, -0.09, -0.10, -0.09, -0.12, -0.27, -0.14, -0.08, -0.10, -0.10, -0.13, -0.06, 0.09, 0.10, 0.10, 0.10, 0.09, 0.09, 0.10, 0.10, 0.10, 0.10, 0.02, 0.11, 0.10, 0.10, 0.10, 0.00, -0.04, -0.05, 0.00, -0.38, 0.04, -0.51, 0.03, 0.15, 0.09, 0.09, 0.10, 0.14, 0.11, 0.11, 0.04], "relative_energy_kcal_mol": 0.0, "orbital_gap_ha": 0.2379, "lumo_energy_ev": -0.484, "e_homo_ev": -6.96, "total_charge": 0}